{
  "formula": "C41H44FN4",
  "method": "ωB97M-V/def2-TZVPD",
  "relative_energy_kj_mol": 24.1,
  "charge": 1,
  "orbital_gap_ev": 5.43,
  "e_homo_ev": -9.886,
  "spin_multiplicity": 1,
  "elements": ["C", "N", "C", "C", "C", "C", "C", "C", "C", "C", "C", "C", "C", "C", "N", "C", "C", "C", "C", "C", "C", "H", "H", "H", "H", "H", "H", "H", "H", "H", "H", "H", "H", "H", "H", "H", "H", "H", "H", "H", "H", "H", "H", "H", "F", "C", "C", "C", "C", "C", "C", "C", "C", "C", "C", "C", "C", "C", "C", "C", "C", "C", "N", "C", "C", "C", "N", "C", "C", "H", "H", "H", "H", "H", "H", "H", "H", "H", "H", "H", "H", "H", "H", "H", "H", "H", "H", "H", "H", "H"],
  "coordinates": [[-7.943, 1.403, 0.923], [-6.714, 2.169, 0.915], [-6.845, 3.587, 1.168], [-5.477, 1.568, 1.021], [-5.060, 0.655, 0.022], [-3.717, 0.373, -0.091], [-2.794, 0.749, 0.929], [-1.419, 0.393, 0.811], [-0.459, 0.719, 1.772], [0.793, 1.126, 1.354], [1.782, 1.672, 2.236], [3.165, 1.488, 1.995], [4.103, 1.887, 2.925], [3.706, 2.692, 4.026], [4.643, 3.214, 4.891], [4.533, 4.575, 5.362], [5.603, 2.378, 5.577], [2.335, 2.985, 4.213], [1.393, 2.446, 3.361], [-3.273, 1.499, 2.040], [-4.586, 1.921, 2.069], [-7.817, 0.441, 0.410], [-8.288, 1.213, 1.956], [-8.719, 1.995, 0.426], [-6.079, 4.119, 0.589], [-7.844, 3.897, 0.843], [-6.708, 3.810, 2.235], [-5.784, 0.302, -0.717], [-3.368, -0.175, -0.976], [-1.040, 0.097, -0.176], [-0.682, 0.595, 2.835], [0.992, 1.089, 0.278], [3.489, 0.973, 1.090], [5.158, 1.654, 2.801], [4.362, 5.229, 4.499], [3.690, 4.690, 6.055], [5.474, 4.830, 5.853], [5.921, 1.551, 4.936], [6.455, 3.009, 5.837], [5.176, 1.953, 6.505], [2.031, 3.577, 5.080], [0.330, 2.615, 3.531], [-2.574, 1.786, 2.825], [-4.953, 2.529, 2.901], [2.096, 0.222, -2.198], [1.660, -1.122, -2.473], [2.002, -1.454, -3.933], [2.701, -0.551, -4.736], [2.887, -0.842, -6.090], [2.420, -2.041, -6.628], [1.765, -2.958, -5.808], [1.548, -2.668, -4.458], [2.364, -1.992, -1.444], [3.158, -3.090, -1.791], [3.778, -3.823, -0.766], [3.638, -3.456, 0.572], [2.922, -2.292, 0.894], [2.292, -1.572, -0.117], [0.121, -1.048, -2.282], [-0.483, -0.050, -3.286], [-1.194, -0.882, -4.336], [-1.688, -2.117, -3.589], [-0.718, -2.281, -2.445], [-1.196, -2.798, -1.213], [-2.493, -2.517, -0.701], [-2.564, -2.229, 0.669], [-1.476, -2.161, 1.437], [-0.422, -2.903, 1.059], [-0.263, -3.295, -0.273], [3.094, 0.373, -4.297], [3.412, -0.126, -6.719], [2.576, -2.271, -7.685], [1.417, -3.910, -6.204], [1.042, -3.386, -3.806], [3.289, -3.357, -2.840], [4.385, -4.689, -1.031], [4.092, -4.049, 1.371], [2.869, -1.928, 1.923], [1.754, -0.645, 0.109], [-0.028, -0.689, -1.245], [-1.219, 0.532, -2.710], [0.246, 0.642, -3.710], [-1.987, -0.309, -4.826], [-0.487, -1.214, -5.106], [-2.722, -1.978, -3.231], [-1.640, -3.021, -4.219], [-3.366, -2.374, -1.342], [-3.500, -1.921, 1.142], [0.332, -3.153, 1.819], [0.592, -3.889, -0.589]],
  "atomic_forces_ev_per_a": [[-0.2295, -0.1592, -0.0056], [0.1046, -0.3514, -0.2055], [0.3845, 0.0160, 0.4893], [-0.2333, 0.0194, 0.2030], [0.3169, 0.1111, -0.0555], [-0.3256, -0.1458, -0.0307], [0.1681, -0.3066, -0.0669], [-0.6977, 1.4837, -0.3827], [1.1670, -0.2528, 0.1851], [-0.9485, -0.3131, 0.1696], [0.3587, 0.6870, 0.3638], [-0.1374, -0.2381, 0.1337], [-0.2972, 0.2712, 0.2373], [-0.1712, -0.2036, 0.0080], [0.4228, -0.0350, -0.2966], [-0.6430, -0.1331, -0.1236], [-0.0907, -0.2437, -0.0304], [0.1143, -0.0812, -0.1345], [0.1043, -0.4244, -0.2433], [-0.1330, -0.1437, -0.4069], [0.2101, 0.2262, -0.1523], [-0.0780, 0.2516, 0.1260], [0.1285, -0.0441, -0.2994], [0.1115, -0.3297, -0.0428], [-0.2600, 0.0202, 0.2033], [0.3130, 0.0567, 0.1312], [-0.2324, 0.3077, -0.1382], [0.3410, 0.2823, 0.1241], [-0.0733, 0.3078, 0.5741], [-0.4438, 0.0992, 0.4350], [-0.0371, 0.4814, -0.3418], [0.1336, -0.0149, 0.2754], [-0.0812, 0.0103, 0.2007], [-0.2315, 0.1347, -0.1129], [0.0758, 0.0562, 0.2717], [0.2446, 0.2670, 0.1860], [-0.2822, 0.1740, -0.0403], [0.0648, 0.1437, 0.1768], [0.1011, -0.3517, -0.0176], [0.1835, 0.0953, -0.2180], [0.0718, -0.1428, -0.3876], [0.2790, 0.0541, 0.0082], [-0.3075, -0.1072, -0.1308], [0.1723, -0.1512, -0.4077], [-0.4341, -0.6776, -0.1273], [0.3899, -0.3578, -0.5954], [-0.0480, 0.1253, 0.5859], [-0.1164, -0.0515, 0.0055], [0.0364, -0.0676, 0.1092], [-0.0020, 0.0452, -0.0001], [-0.0226, 0.0257, 0.2980], [0.2108, -0.0788, -0.3337], [0.4448, 0.1920, -0.3515], [-0.1696, 0.1264, 0.6478], [-0.0989, -0.0817, -0.2585], [-0.1936, 0.3568, 0.0569], [0.1073, -0.0395, -0.2106], [0.2017, 0.0105, 0.2054], [-0.3347, 0.1448, 0.1476], [-0.3632, 0.2355, 0.6378], [0.1782, -0.2247, -0.4483], [0.4467, -0.2068, 0.5391], [-0.2872, -0.4531, -0.5702], [-0.0888, 0.9886, 0.4723], [0.3837, -0.1459, 0.1669], [0.3694, -0.2052, -0.8141], [-0.4386, -1.4798, 1.2611], [-0.2351, 0.0108, -0.7482], [-0.1977, 0.1311, 0.1963], [-0.2475, -0.3890, -0.2677], [-0.0902, -0.1769, 0.0964], [-0.0461, 0.1127, 0.3651], [0.0889, 0.2050, 0.0055], [0.1443, 0.3099, -0.3293], [0.0149, -0.0313, 0.4249], [-0.1631, 0.1949, 0.1073], [-0.0655, 0.2185, -0.3745], [-0.0059, -0.2185, -0.2641], [0.2971, -0.7181, -0.0277], [0.3443, -0.2323, -0.5826], [0.0522, 0.0948, -0.3182], [-0.0677, -0.1244, 0.1591], [0.0299, -0.2493, 0.0819], [-0.1527, 0.2707, 0.1084], [0.3642, -0.0975, -0.0422], [-0.1826, 0.3373, 0.2813], [0.3406, -0.0825, 0.2618], [0.2840, 0.0266, -0.3132], [-0.3140, 0.3632, -0.4526], [-0.0015, 0.4802, -0.0221]]
}